The following is a quantum chemistry calculation of a molecular structure, C28H31BF4N6O12P2Zr, from the OMol25 dataset.

Last column: natural (NBO) charge in e.
Atoms and positions in Å:
Zr 1.13 2.40 -0.84  2.50
O 0.61 4.72 -1.22  -0.76
C 0.72 5.63 -0.13  -0.07
C 2.01 5.33 0.60  -0.24
N 2.02 3.91 1.00  -0.47
C 1.14 3.67 2.16  -0.36
C -0.23 3.09 1.78  0.82
O -1.08 2.93 2.61  -0.59
O -0.33 2.81 0.50  -0.86
C 3.39 3.45 1.28  -0.34
C 3.52 1.95 0.99  0.80
O 4.47 1.33 1.39  -0.59
O 2.54 1.48 0.27  -0.83
H 1.09 5.06 -2.00  0.54
H -0.16 5.47 0.50  0.21
H 0.70 6.65 -0.49  0.20
H 2.14 5.99 1.47  0.20
H 2.84 5.50 -0.08  0.22
H 0.97 4.59 2.73  0.22
H 1.60 2.96 2.84  0.24
H 3.71 3.66 2.30  0.22
H 4.08 3.95 0.60  0.24
N 1.55 3.19 -5.11  -0.72
C 2.73 2.57 -4.37  -0.62
C 3.86 2.42 -5.39  -0.63
P 3.17 3.85 -3.07  2.42
O 4.74 4.06 -3.20  -0.99
O 2.43 5.08 -3.47  -1.15
O 2.91 3.31 -1.68  -1.18
P 2.27 0.84 -3.74  2.42
O 0.92 0.62 -4.63  -1.03
O 3.31 -0.11 -4.15  -1.10
O 1.85 0.94 -2.30  -1.17
H 1.76 3.27 -6.10  0.42
H 1.39 4.14 -4.71  0.48
H 0.70 2.63 -5.00  0.48
H 4.17 3.39 -5.79  0.22
H 3.55 1.76 -6.20  0.22
H 4.72 1.95 -4.92  0.26
H 5.25 3.49 -2.60  0.52
H 0.99 -0.21 -5.11  0.52
C -5.14 -9.69 4.80  -0.25
O -5.22 -9.17 3.49  -0.49
C -4.54 -8.02 3.23  0.32
C -3.78 -7.33 4.16  -0.33
C -3.13 -6.17 3.79  -0.08
C -3.22 -5.68 2.49  -0.15
C -3.98 -6.39 1.56  -0.16
C -4.64 -7.54 1.92  -0.26
C -2.51 -4.44 2.14  0.38
N -1.64 -3.83 2.92  -0.46
C -1.24 -2.73 2.20  0.10
C -1.85 -2.68 0.99  0.15
N -2.67 -3.79 0.95  -0.53
C -1.60 -1.67 0.02  -0.10
C -2.23 -1.65 -1.23  -0.16
C -1.90 -0.67 -2.12  -0.18
C -0.92 0.25 -1.75  0.07
N -0.31 0.27 -0.58  -0.46
C -0.66 -0.66 0.34  0.20
C -0.05 -0.66 1.68  0.23
N 0.74 0.37 2.02  -0.41
C 1.34 0.34 3.19  0.07
C 1.19 -0.69 4.13  -0.24
C 0.33 -1.71 3.83  -0.14
C -0.31 -1.71 2.59  -0.09
H -5.75 -10.60 4.80  0.20
H -5.55 -8.99 5.53  0.18
H -4.11 -9.94 5.07  0.18
H -3.69 -7.68 5.18  0.22
H -2.53 -5.62 4.51  0.23
H -4.07 -6.05 0.53  0.20
H -5.23 -8.10 1.21  0.23
H -3.30 -4.05 0.22  0.42
H -2.97 -2.40 -1.48  0.21
H -2.36 -0.59 -3.10  0.22
H -0.62 0.98 -2.49  0.21
H 2.01 1.16 3.41  0.18
H 1.72 -0.65 5.07  0.22
H 0.14 -2.52 4.52  0.23
F -0.95 4.75 -3.63  -0.53
B -1.09 3.43 -3.31  1.37
F -1.36 2.65 -4.41  -0.55
F -1.85 3.15 -2.21  -0.51
F 0.36 2.96 -2.91  -0.62

For the strongest force on any atom, the calculation gives 0.9 eV/Å. As for the total energy: -94475.3205 eV. As for the spin multiplicity: 1. The total charge is 0.

The following is a quantum chemistry calculation of a gas-phase ion, C2H5N2 (charge +1), from the OMol25 dataset.

Last column: natural (NBO) charge in e.
Atoms and positions in Å:
C -0.04 -0.85 -0.29  0.49
C 0.66 0.55 -0.38  -0.45
N -0.05 1.50 0.17  -0.25
N -0.82 -1.27 0.65  -0.71
H 1.67 0.38 -0.16  0.37
H 0.91 0.68 -1.49  0.28
H -0.20 2.23 -0.49  0.36
H -0.99 -2.26 0.42  0.46
H -1.14 -0.96 1.56  0.46

For the strongest force on any atom, the calculation gives 3.9 eV/Å. The value obtained for the energy above the lowest of the compared OMol25 structures with the same formula, charge and spin is 464.6 kJ/mol. As for the spin multiplicity: 1. The total charge is +1.

The following is a quantum chemistry calculation of 14 unconnected molecules or ions with the total composition C56H151N11O17, from the OMol25 dataset.

Last column: Mulliken charge in e.
Atoms and positions in Å:
C -2.78 9.11 1.72  -1.36
C -1.71 10.21 1.80  0.53
C -0.49 9.80 0.98  -0.75
O 0.06 8.58 1.38  -0.26
C 1.24 8.28 0.67  -0.80
N -2.32 11.48 1.39  -0.73
H -3.72 9.40 2.20  0.43
H -2.38 8.25 2.26  0.31
H -2.96 8.84 0.68  0.31
H -1.44 10.24 2.85  0.20
H 0.26 10.59 0.95  0.35
H -0.79 9.73 -0.06  0.36
H 1.12 8.45 -0.40  0.31
H 1.61 7.28 0.90  0.26
H 2.11 8.90 0.88  0.32
H -1.76 12.28 1.65  0.25
H -3.19 11.55 1.89  0.26
C 3.19 6.28 -10.77  -1.35
C 3.88 6.22 -12.18  0.51
C 3.46 7.21 -13.21  -0.65
O 2.04 7.16 -13.33  -0.33
C 1.64 8.04 -14.39  -0.73
N 5.35 6.19 -12.11  -0.76
H 3.16 5.30 -10.31  0.31
H 2.18 6.66 -10.91  0.32
H 3.61 6.99 -10.05  0.35
H 3.62 5.22 -12.55  0.29
H 3.87 6.92 -14.17  0.38
H 3.78 8.18 -12.81  0.30
H 2.32 7.94 -15.23  0.29
H 1.65 9.08 -14.06  0.29
H 0.65 7.90 -14.81  0.27
H 5.45 5.22 -11.84  0.28
H 5.82 6.27 -13.00  0.24
C -6.37 6.87 -9.75  -1.34
C -7.52 7.60 -10.40  0.39
C -7.37 7.37 -11.91  -0.79
O -6.19 7.93 -12.49  -0.33
C -6.05 9.35 -12.42  -0.73
N -8.78 7.04 -9.86  -0.75
H -6.54 5.79 -9.71  0.33
H -6.41 7.22 -8.72  0.33
H -5.46 7.07 -10.32  0.37
H -7.49 8.67 -10.20  0.41
H -8.19 7.82 -12.47  0.40
H -7.31 6.30 -12.12  0.31
H -5.88 9.73 -11.41  0.28
H -6.91 9.89 -12.82  0.32
H -5.15 9.61 -12.97  0.26
H -9.02 6.17 -10.31  0.27
H -9.40 7.65 -10.36  0.28
C 5.77 -1.01 -3.25  -1.29
C 4.99 0.33 -3.16  0.20
C 5.56 1.32 -4.22  -0.68
O 6.93 1.69 -3.90  -0.30
C 7.57 2.48 -4.86  -0.67
N 3.60 0.02 -3.34  -0.62
H 6.82 -0.76 -3.07  0.32
H 5.59 -1.29 -4.29  0.31
H 5.39 -1.88 -2.71  0.36
H 5.08 0.87 -2.21  0.39
H 4.99 2.25 -4.23  0.40
H 5.53 0.83 -5.20  0.34
H 7.03 3.43 -4.86  0.27
H 7.45 2.00 -5.83  0.30
H 8.62 2.60 -4.58  0.22
H 3.48 -0.28 -4.29  0.24
H 2.96 0.80 -3.27  0.21
C -2.06 -4.08 -4.97  -1.29
C -1.90 -4.68 -6.34  0.56
C -0.44 -4.46 -6.88  -0.75
O -0.09 -3.08 -7.07  -0.29
C -0.83 -2.37 -8.14  -0.81
N -2.16 -6.13 -6.22  -0.74
H -1.31 -4.44 -4.26  0.30
H -3.03 -4.41 -4.60  0.40
H -2.02 -3.00 -5.04  0.29
H -2.65 -4.27 -7.02  0.23
H -0.26 -5.02 -7.80  0.36
H 0.23 -4.94 -6.17  0.34
H -0.59 -2.93 -9.05  0.33
H -0.37 -1.42 -8.40  0.30
H -1.92 -2.34 -8.16  0.30
H -2.18 -6.56 -7.13  0.24
H -3.07 -6.22 -5.80  0.24
C -1.18 6.78 7.29  -1.43
C -1.81 7.25 8.59  0.54
C -2.41 8.69 8.47  -0.75
O -1.49 9.72 8.25  -0.30
C -2.11 10.98 8.11  -0.76
N -2.75 6.22 9.07  -0.74
H -0.72 5.81 7.46  0.38
H -0.42 7.44 6.88  0.33
H -1.96 6.51 6.58  0.35
H -1.00 7.24 9.32  0.27
H -2.96 8.89 9.39  0.36
H -3.13 8.77 7.66  0.32
H -2.77 11.20 8.95  0.31
H -2.77 11.10 7.25  0.31
H -1.40 11.80 8.04  0.27
H -3.37 6.05 8.30  0.26
H -2.28 5.33 9.19  0.28
C -4.85 -13.77 0.85  -1.36
C -4.77 -12.41 0.07  0.40
C -3.39 -11.97 -0.37  -0.64
O -2.40 -11.84 0.71  -0.32
C -1.31 -11.00 0.30  -0.74
N -5.56 -12.64 -1.10  -0.74
H -4.14 -13.82 1.67  0.31
H -4.59 -14.64 0.25  0.35
H -5.86 -13.88 1.25  0.39
H -5.27 -11.67 0.69  0.29
H -3.51 -10.98 -0.81  0.34
H -2.99 -12.64 -1.13  0.26
H -0.69 -11.48 -0.45  0.30
H -0.62 -10.77 1.11  0.28
H -1.58 -10.01 -0.07  0.30
H -5.26 -13.51 -1.52  0.28
H -6.52 -12.79 -0.82  0.29
C -6.14 -2.85 1.65  -1.37
C -5.62 -3.22 3.07  0.37
C -4.56 -4.33 3.08  -0.65
O -4.20 -4.61 4.40  -0.30
C -3.04 -5.41 4.51  -0.75
N -5.06 -2.01 3.60  -0.72
H -6.93 -2.10 1.69  0.37
H -6.42 -3.78 1.16  0.35
H -5.40 -2.41 0.98  0.32
H -6.55 -3.35 3.62  0.27
H -3.77 -3.92 2.46  0.33
H -4.93 -5.29 2.70  0.38
H -3.14 -6.41 4.10  0.29
H -2.81 -5.52 5.57  0.27
H -2.11 -5.00 4.10  0.30
H -4.30 -1.67 3.02  0.25
H -4.56 -2.32 4.41  0.29
C 3.23 -2.41 2.84  -0.74
O 2.14 -1.63 3.25  -0.27
C 1.53 -1.04 2.07  -0.69
C 0.52 0.14 2.37  -0.42
N -0.31 0.32 1.19  -0.32
C -0.84 1.72 1.06  -0.66
C -1.47 1.91 -0.27  -0.62
O -0.42 2.05 -1.22  -0.28
C -0.92 2.02 -2.56  -0.77
H 4.00 -1.95 2.22  0.30
H 2.82 -3.26 2.28  0.33
H 3.69 -2.71 3.78  0.24
H 0.93 -1.80 1.57  0.37
H 2.30 -0.65 1.40  0.34
H 1.17 1.00 2.55  0.26
H -0.14 -0.12 3.20  0.27
H 0.22 0.10 0.36  0.25
H -0.02 2.44 1.21  0.38
H -1.56 1.88 1.86  0.37
H -2.06 2.83 -0.22  0.44
H -2.20 1.13 -0.48  0.35
H -1.59 2.86 -2.75  0.33
H -1.30 1.05 -2.87  0.30
H -0.01 2.27 -3.11  0.23
C 6.28 0.78 5.97  -0.70
O 6.38 -0.11 7.13  -0.34
C 6.18 0.52 8.41  -0.44
C 5.77 -0.49 9.48  -0.96
N 4.58 -1.25 9.29  -0.34
C 3.40 -0.37 9.21  -0.37
C 2.10 -1.14 9.23  -0.65
O 1.06 -0.18 9.60  -0.30
C -0.19 -0.72 9.73  -0.73
H 5.44 1.47 5.96  0.31
H 6.16 0.12 5.11  0.23
H 7.21 1.35 5.99  0.29
H 5.39 1.27 8.38  0.33
H 7.15 0.99 8.58  0.47
H 5.85 0.07 10.41  0.40
H 6.58 -1.20 9.63  0.39
H 4.67 -1.69 8.38  0.32
H 3.41 0.04 8.20  0.20
H 3.37 0.38 10.00  0.37
H 2.11 -1.83 10.07  0.36
H 1.80 -1.66 8.32  0.32
H -0.89 -0.12 10.31  0.25
H -0.19 -1.74 10.13  0.30
H -0.54 -0.92 8.71  0.29
C 5.58 -9.23 -1.08  -0.73
O 5.34 -9.87 0.15  -0.29
C 6.17 -11.01 0.43  -0.72
C 5.58 -11.94 1.48  -0.57
N 5.75 -11.27 2.74  -0.38
C 4.84 -11.76 3.77  -0.76
C 5.02 -10.97 5.05  -0.60
O 4.29 -9.73 5.05  -0.28
C 4.30 -8.96 6.21  -0.72
H 5.61 -9.95 -1.89  0.29
H 6.53 -8.70 -1.05  0.30
H 4.85 -8.47 -1.36  0.25
H 7.17 -10.67 0.70  0.35
H 6.33 -11.61 -0.47  0.51
H 6.12 -12.89 1.48  0.34
H 4.52 -12.11 1.30  0.33
H 5.49 -10.32 2.53  0.28
H 5.19 -12.79 3.79  0.42
H 3.82 -11.93 3.45  0.38
H 6.04 -10.65 5.23  0.34
H 4.68 -11.56 5.90  0.44
H 5.35 -8.82 6.48  0.30
H 3.86 -9.46 7.07  0.29
H 3.86 -7.96 6.11  0.24
C -9.57 4.98 6.97  -0.92
C -8.36 5.00 6.02  -0.20
O -7.44 3.99 6.32  -0.53
H -10.28 5.79 6.87  0.32
H -9.31 4.89 8.03  0.28
H -10.13 4.08 6.70  0.24
H -7.72 5.86 6.18  0.20
H -8.61 4.93 4.96  0.30
H -7.54 3.23 5.74  0.30
C 12.44 -4.51 6.83  -1.02
C 13.89 -4.87 6.88  -0.25
O 14.60 -3.91 7.69  -0.52
H 12.01 -4.17 7.77  0.31
H 11.88 -5.37 6.46  0.31
H 12.16 -3.75 6.10  0.33
H 14.36 -4.79 5.90  0.23
H 14.00 -5.90 7.23  0.30
H 14.41 -3.12 7.18  0.31
C -9.14 2.21 -4.71  -0.85
C -9.28 3.52 -3.90  -0.26
O -10.20 4.45 -4.44  -0.52
H -9.34 2.48 -5.74  0.28
H -9.87 1.47 -4.38  0.22
H -8.17 1.73 -4.62  0.30
H -8.31 4.02 -3.90  0.25
H -9.52 3.37 -2.84  0.29
H -9.87 4.72 -5.30  0.30

For the strongest force on any atom, the calculation gives 2.7 eV/Å. As for the total energy: -111704.2795 eV. As for the spin multiplicity: 1. The total charge is 0.

The following is a quantum chemistry calculation of a single C4H6N2O molecule, from the OMol25 dataset.

Last column: natural (NBO) charge in e.
Atoms and positions in Å:
H 1.81 0.76 1.06  0.34
N 2.41 0.28 0.39  -0.64
C 1.80 -0.46 -0.43  0.28
N 0.45 -0.55 -0.71  -0.61
C -0.57 0.20 -0.18  0.08
C -0.59 1.35 0.51  -0.48
C -1.71 -0.77 -0.11  0.35
O -2.42 -1.11 -1.05  -0.46
H 2.40 -1.05 -1.12  0.17
H -0.20 -1.55 -0.82  0.41
H 0.25 2.02 0.53  0.22
H -1.49 1.64 1.01  0.22
H -2.14 -0.74 0.91  0.14

For the strongest force on any atom, the calculation gives 5.3 eV/Å. The value obtained for the energy above the lowest of the compared OMol25 structures with the same formula, charge and spin is 368.7 kJ/mol. As for the spin multiplicity: 1. The total charge is 0. The structure (SMILES) is [H]/N=C\NC(=C)C=O.